No. 1
{"formula": "C2H17FO7Pb", "method": "wB97M-V/def2-TZVPD", "elements": ["Pb", "F", "C", "C", "O", "H", "H", "H", "H", "H", "O", "H", "H", "O", "H", "H", "O", "H", "H", "O", "H", "H", "O", "H", "H", "O", "H", "H"], "xyz": [[-0.67, 0.04, -0.03], [0.58, -2.25, 0.45], [3.42, 0.98, 0.36], [2.45, 1.54, 1.39], [1.12, 1.59, 1.04], [4.45, 0.90, 0.71], [3.37, 1.55, -0.57], [3.09, -0.04, 0.12], [2.84, 2.51, 1.70], [2.54, 0.93, 2.29], [-2.46, -1.67, 0.51], [-3.40, -1.64, 0.69], [-2.23, -2.59, 0.60], [-1.06, -0.08, 2.56], [-0.87, -0.95, 2.91], [-0.81, 0.53, 3.25], [-2.17, 2.10, 0.40], [-1.93, 2.49, 1.24], [-2.75, 2.74, 0.00], [0.66, -0.10, -2.08], [0.63, -0.62, -2.89], [1.52, 0.32, -2.10], [-2.28, 0.18, -1.98], [-1.73, 0.70, -2.56], [-2.66, -0.49, -2.55], [-0.91, -2.80, -1.95], [-0.52, -2.55, -1.11], [-0.22, -3.29, -2.40]], "spin_multiplicity": 1, "relative_energy_kj_mol": 45.4, "e_tot_ha": -905.754130, "homo_ev": -6.872, "lumo_ha": -0.0024, "orbital_gap_ev": 6.8}

=====

No. 2
{"formula": "C4H12N2O2", "method": "wB97M-V/def2-TZVPD", "elements": ["H", "N", "C", "C", "H", "H", "H", "H", "O", "C", "O", "H", "H", "C", "N", "H", "H", "H", "H", "H"], "xyz": [[1.61, -1.79, 0.68], [0.66, -2.15, 0.79], [-0.22, -1.25, 0.88], [-1.65, -1.62, 1.05], [-0.01, -0.09, 0.94], [-2.02, -1.27, 2.02], [-2.25, -1.10, 0.29], [-1.79, -2.70, 0.96], [-0.97, 0.18, -1.90], [-0.28, -0.81, -1.87], [1.05, -0.80, -1.94], [-0.67, -1.84, -1.98], [1.37, 0.11, -1.93], [1.31, 2.28, 0.30], [-0.03, 1.73, 0.46], [1.67, 2.61, 1.27], [1.36, 3.12, -0.40], [1.97, 1.49, -0.05], [-0.46, 1.49, -0.45], [-0.65, 2.40, 0.89]], "smiles": "[H]/N=C/C.O=CO.CN", "spin_multiplicity": 1, "relative_energy_kj_mol": 226.5, "e_tot_ha": -419.562201, "homo_ev": -8.653, "lumo_ha": 0.0248, "orbital_gap_ev": 9.3}

=====

Copy entry 1 word for word.
{"formula": "C2H17FO7Pb", "method": "wB97M-V/def2-TZVPD", "elements": ["Pb", "F", "C", "C", "O", "H", "H", "H", "H", "H", "O", "H", "H", "O", "H", "H", "O", "H", "H", "O", "H", "H", "O", "H", "H", "O", "H", "H"], "xyz": [[-0.67, 0.04, -0.03], [0.58, -2.25, 0.45], [3.42, 0.98, 0.36], [2.45, 1.54, 1.39], [1.12, 1.59, 1.04], [4.45, 0.90, 0.71], [3.37, 1.55, -0.57], [3.09, -0.04, 0.12], [2.84, 2.51, 1.70], [2.54, 0.93, 2.29], [-2.46, -1.67, 0.51], [-3.40, -1.64, 0.69], [-2.23, -2.59, 0.60], [-1.06, -0.08, 2.56], [-0.87, -0.95, 2.91], [-0.81, 0.53, 3.25], [-2.17, 2.10, 0.40], [-1.93, 2.49, 1.24], [-2.75, 2.74, 0.00], [0.66, -0.10, -2.08], [0.63, -0.62, -2.89], [1.52, 0.32, -2.10], [-2.28, 0.18, -1.98], [-1.73, 0.70, -2.56], [-2.66, -0.49, -2.55], [-0.91, -2.80, -1.95], [-0.52, -2.55, -1.11], [-0.22, -3.29, -2.40]], "spin_multiplicity": 1, "relative_energy_kj_mol": 45.4, "e_tot_ha": -905.754130, "homo_ev": -6.872, "lumo_ha": -0.0024, "orbital_gap_ev": 6.8}